(1)
17
Properties=species:S:1:pos:R:3:forces:R:3:mulliken_charge:R:1 method="wB97M-V/def2-TZVPD" de_lowest_kcal_mol=123.4 homo_ev=-9.43 charge=0 smiles="C=C1COC1.[H][H].C=O" spin_multiplicity=1 gap_ev=9.92 total_energy_ev=-9437.6922
O 2.33716 0.35919 0.88273 0.4286 -0.4585 -0.2528 -0.484
C 2.33044 -0.35099 -0.09559 0.5003 0.2537 0.3183 -0.329
C 0.08473 -1.37156 -0.11885 -0.5373 -0.1620 0.1045 -1.156
C -0.68955 -0.30302 -0.01780 -0.1271 -0.5335 0.1212 0.476
C -1.89090 0.17690 -0.78224 -0.0773 -0.1285 -0.3390 -0.354
O -2.27520 1.00411 0.32872 -0.1927 0.1435 0.0389 -0.415
C -1.11747 0.61305 1.09621 0.1525 -0.1194 0.3167 -0.221
H 1.24125 1.61094 -0.00447 -0.2319 0.4382 -0.2962 -0.178
H 2.65943 -1.39948 -0.04052 0.1268 0.0106 -0.0374 0.373
H 2.03722 0.00646 -1.10255 0.1422 0.0814 0.2350 0.368
H 0.58618 -1.76806 0.75462 0.1652 0.1043 -0.1246 0.423
H 0.15079 -1.93459 -1.04551 -0.1612 -0.0724 0.1346 0.323
H 0.74602 1.72520 -0.55382 0.0374 0.3292 -0.1702 0.167
H -2.57718 -0.66750 -0.92576 -0.1353 0.2614 -0.1128 0.277
H -1.79122 0.73245 -1.72173 0.1351 0.0082 0.1795 0.230
H -0.47211 1.47213 1.31693 -0.0677 -0.2627 -0.0863 0.209
H -1.35959 0.09478 2.02963 -0.1575 0.1066 -0.0297 0.291

***

(2)
17
Properties=species:S:1:pos:R:3:forces:R:3:mulliken_charge:R:1 method="wB97M-V/def2-TZVPD" de_lowest_kcal_mol=44.2 homo_ev=-9.57 charge=0 smiles="C/C=C/CC=O.O" spin_multiplicity=1 gap_ev=10.52 total_energy_ev=-9441.1255
C 0.91117 1.22954 2.06588 -0.0320 0.0463 0.0179 -1.160
C 0.48498 0.00804 1.29851 -0.1651 -0.0017 -0.1003 -0.040
C -0.41520 0.02125 0.31484 0.0936 -0.0084 0.2791 -0.267
O 1.45043 0.54510 -1.68963 0.1974 -0.0731 0.0144 -0.668
C -0.88348 -1.20563 -0.42196 0.0806 -0.1120 0.0584 -0.449
C -1.21492 -0.95947 -1.87604 0.0589 -0.1961 -0.1163 0.008
O -0.80697 -1.64506 -2.78166 -0.1167 0.2907 0.3177 -0.462
H 1.97280 1.20037 2.33192 -0.1466 -0.0178 -0.1009 0.332
H 0.72162 2.14385 1.49379 0.0084 -0.1351 0.0930 0.287
H 0.34828 1.29795 3.00288 0.0920 0.0155 -0.0464 0.349
H 1.49617 0.35884 -0.73947 -0.0189 0.1225 -0.2882 0.370
H 0.94077 -0.94093 1.58909 -0.1469 0.1059 -0.0176 0.302
H -0.83823 0.97445 -0.00914 0.0099 -0.1492 0.1297 0.206
H 1.40597 -0.32824 -2.09300 0.0623 0.0091 -0.1675 0.323
H -1.81050 -1.56135 0.04900 -0.0297 0.0213 -0.0905 0.339
H -0.16101 -2.02633 -0.36625 -0.0650 0.1232 0.0426 0.239
H -1.90865 -0.11383 -2.06954 0.1180 -0.0410 -0.0251 0.292

***

(3)
17
Properties=species:S:1:pos:R:3:forces:R:3:mulliken_charge:R:1 method="wB97M-V/def2-TZVPD" de_lowest_kcal_mol=58.0 homo_ev=-9.72 charge=0 smiles=CO[C@H]1CO[C@H]1C spin_multiplicity=1 gap_ev=10.74 total_energy_ev=-9440.5271
C -1.51707 0.68064 -1.66387 -0.1005 0.1066 -0.2559 -0.793
O -1.03634 0.29519 -0.39661 0.0243 -0.0268 0.1084 -0.348
C 0.21216 -0.34056 -0.46267 0.1112 -0.0633 -0.0934 0.027
C 1.41406 0.61987 -0.47636 0.0287 0.1972 -0.3403 -0.461
O 1.77123 0.26337 0.86467 0.0898 0.0592 0.1097 -0.442
C 0.75012 -0.75246 0.91894 -0.1914 -0.2599 0.1255 0.268
C -0.17635 -0.60785 2.10241 -0.0208 0.0192 0.0187 -1.298
H -0.71187 1.05173 -2.31603 -0.1109 -0.0403 0.1378 0.340
H -2.01952 -0.15774 -2.16887 0.1261 0.0994 0.0518 0.274
H -2.23690 1.48933 -1.51659 0.0586 -0.1428 -0.0085 0.254
H 0.20816 -1.13364 -1.22401 0.0056 0.1347 0.0984 0.352
H 1.13889 1.68053 -0.56139 0.0441 -0.2038 0.0008 0.296
H 2.21219 0.38417 -1.19242 -0.1052 0.0091 0.1113 0.252
H 1.21685 -1.74808 0.89935 -0.0893 0.1329 0.0236 0.304
H -0.91562 -1.41596 2.10721 0.0991 0.0979 -0.0036 0.333
H 0.39672 -0.65373 3.03350 -0.0424 -0.0099 -0.1336 0.352
H -0.70671 0.34519 2.05273 0.0729 -0.1091 0.0491 0.291

***

(4)
17
Properties=species:S:1:pos:R:3:forces:R:3:mulliken_charge:R:1 method="wB97M-V/def2-TZVPD" de_lowest_kcal_mol=58.2 homo_ev=-9.64 charge=0 smiles=CO[C@H]1CO[C@H]1C spin_multiplicity=1 gap_ev=10.66 total_energy_ev=-9440.5180
C 2.07482 1.04471 -0.34304 0.2818 0.0563 -0.0074 -0.763
O 0.67201 0.94253 -0.34348 -0.0729 0.0310 -0.0011 -0.351
C 0.24541 -0.38221 -0.46470 -0.0158 -0.1944 -0.0812 -0.006
C 0.37134 -1.27622 0.77926 0.3484 -0.0352 0.1032 -0.549
O -1.04017 -1.51258 0.79810 -0.0836 -0.1002 0.1162 -0.450
C -1.27263 -0.58127 -0.27965 -0.1927 0.1682 -0.2179 0.259
C -2.08110 0.62276 0.16916 0.0034 0.0321 0.0082 -1.240
H 2.51953 0.53293 0.52440 -0.0732 0.0697 -0.1301 0.295
H 2.50623 0.61442 -1.26004 -0.0573 0.0676 0.1150 0.305
H 2.32428 2.10667 -0.29336 -0.0165 -0.1546 -0.0028 0.251
H 0.65409 -0.83224 -1.38234 -0.0851 0.0676 0.1346 0.393
H 0.70793 -0.73147 1.67219 -0.0362 -0.0625 -0.1167 0.290
H 0.94694 -2.20392 0.67483 -0.0966 0.1327 0.0033 0.256
H -1.75936 -1.09363 -1.11940 0.0612 0.0717 0.1326 0.366
H -2.59080 1.10349 -0.67144 0.1095 -0.0624 0.0813 0.323
H -2.83491 0.28086 0.88461 0.0427 0.0277 -0.1339 0.322
H -1.44361 1.36517 0.65489 -0.1168 -0.1152 -0.0033 0.300

***

(5)
17
Properties=species:S:1:pos:R:3:forces:R:3:mulliken_charge:R:1 method="wB97M-V/def2-TZVPD" de_lowest_kcal_mol=89.2 homo_ev=-9.33 charge=0 smiles="C[C@@H]1CC1=O.CO" spin_multiplicity=1 gap_ev=9.93 total_energy_ev=-9439.1767
C -0.50753 -0.07312 -2.77230 -0.5455 1.1811 0.4835 -0.766
C -0.49526 -1.03536 -1.57996 1.3736 -1.6552 0.0543 0.146
C -0.46162 0.37362 -1.33962 -0.5540 -1.6810 -2.7567 0.525
C 0.79236 -1.83568 -1.37022 -0.2472 -0.5938 2.2777 -1.184
C -0.61800 1.95738 2.58658 -0.3458 0.2258 2.2602 -0.723
O -0.37043 1.28003 -0.60738 0.3101 2.2270 1.4301 -0.617
O -1.02931 0.86665 1.92456 0.0618 -2.8610 -3.9116 -0.561
H 0.41725 0.11006 -3.33077 -0.5383 -0.3493 -0.0997 0.256
H -1.49757 0.03644 -3.22950 0.6269 0.1356 -0.2482 0.269
H -1.35342 -1.64671 -1.39849 -0.7231 0.1446 0.0358 0.355
H 0.54542 -2.91487 -1.13034 0.3663 1.3474 0.1116 0.293
H 1.41309 -1.35434 -0.56039 -0.6210 -0.8726 -0.5924 0.281
H 1.40558 -1.88181 -2.22374 0.6183 0.1721 -1.3140 0.370
H 0.44561 2.11841 2.65881 0.5551 0.1319 -0.0703 0.238
H -1.06026 1.83899 3.57497 0.5524 0.1037 0.6088 0.243
H -1.15226 2.77058 2.23239 -0.4551 2.4412 -0.9540 0.319
H -0.80124 0.95301 0.91820 -0.4343 -0.0975 2.6851 0.555

***

(6)
17
Properties=species:S:1:pos:R:3:forces:R:3:mulliken_charge:R:1 method="wB97M-V/def2-TZVPD" de_lowest_kcal_mol=99.0 homo_ev="-6.89 / -7.14" charge=0 spin_multiplicity=1 gap_ev="7.33 / 8.06" total_energy_ev=-9438.7484
C 2.16249 0.54601 -0.70915 0.1044 -0.0746 -0.0287 -1.256
C 0.95265 -0.11301 -0.12330 0.3086 -0.0526 0.2449 0.607
C 0.86031 -0.48498 1.30111 0.0839 0.2338 0.2894 -0.815
O 0.23020 -1.74279 1.58243 0.2410 -0.2987 -0.2180 -0.487
C -1.37876 -0.04812 -0.21263 -0.9863 -0.3013 0.5965 -0.084
C -2.58414 0.58833 -0.80508 0.0091 0.0113 0.0404 -1.076
O -0.20614 0.26407 -0.67235 0.5871 0.4883 -0.8580 -0.317
H 2.15697 0.51255 -1.80360 -0.0725 -0.0182 0.1609 0.345
H 3.06049 0.01676 -0.37168 -0.1475 0.1018 -0.0678 0.366
H 2.27828 1.60314 -0.41646 -0.0927 -0.1323 0.0032 0.272
H 0.59251 -2.37610 0.94698 -0.0610 0.0538 0.1653 0.351
H 0.19420 0.25125 1.80024 0.1590 -0.1032 -0.0526 0.384
H 1.85086 -0.44078 1.77464 -0.1589 -0.0173 -0.1097 0.282
H -1.42268 -0.83789 0.52676 -0.1372 0.1424 -0.0593 0.569
H -2.41549 1.65025 -1.01524 -0.0397 -0.1548 -0.0203 0.274
H -2.93602 0.10467 -1.72827 0.1216 0.0524 0.0682 0.261
H -3.39571 0.50661 -0.07440 0.0812 0.0691 -0.1543 0.324

***

(7)
17
Properties=species:S:1:pos:R:3:forces:R:3:mulliken_charge:R:1 method="wB97M-V/def2-TZVPD" de_lowest_kcal_mol=42.8 homo_ev=-9.80 charge=0 smiles=C[C@@H]1[C@H](O)C[C@@H]1O spin_multiplicity=1 gap_ev=10.63 total_energy_ev=-9441.1891
C -0.01000 1.47881 -0.81239 0.0045 0.0217 -0.0044 -1.341
C 0.76411 0.40432 -0.05855 0.0717 0.1458 -0.0601 0.207
C 0.12176 0.02669 1.31293 0.1785 -0.2140 -0.0343 -0.082
O -0.65596 0.96713 2.01080 -0.1911 0.0422 -0.0511 -0.558
C -0.61861 -1.10347 0.59270 -0.1746 -0.0884 0.0120 -1.041
C 0.44503 -1.05944 -0.50001 0.0829 -0.0284 0.2782 0.009
O -0.09447 -1.31336 -1.77475 0.2099 0.0310 -0.2447 -0.547
H 0.41770 1.63711 -1.80763 -0.0588 -0.0133 0.1419 0.342
H 0.04057 2.41833 -0.25281 0.0002 -0.1029 -0.1246 0.336
H -1.06820 1.23123 -0.95373 0.1931 -0.0272 0.0488 0.288
H 1.82549 0.67665 -0.02656 -0.1492 -0.1010 0.0331 0.376
H 0.88358 -0.33945 2.01253 -0.1344 0.0198 -0.1740 0.356
H -1.56809 0.85030 1.71952 0.1335 0.1947 0.0756 0.335
H -0.88840 -2.03357 1.09797 0.1624 0.0986 -0.0409 0.353
H -1.51094 -0.66553 0.12693 -0.0564 -0.1710 0.1547 0.278
H 1.28985 -1.73150 -0.28626 -0.1668 0.1484 -0.0420 0.363
H 0.62659 -1.44426 -2.40067 -0.1053 0.0438 0.0318 0.326

***

(8)
17
Properties=species:S:1:pos:R:3:forces:R:3:mulliken_charge:R:1 method="wB97M-V/def2-TZVPD" de_lowest_kcal_mol=55.8 homo_ev=-8.93 charge=0 smiles="C=C(O)CC.C=O" spin_multiplicity=1 gap_ev=9.73 total_energy_ev=-9440.6247
C -1.48519 0.72555 1.00247 -0.1228 0.0014 -0.0235 -0.970
C -0.10296 0.14532 1.34915 0.0136 0.0441 0.0532 -0.583
O -1.37509 -1.42428 -1.55184 0.4232 0.1264 -0.2435 -0.422
C -0.34168 -1.10182 -2.08628 -0.3003 -0.1167 0.0267 -0.114
C 1.76794 -0.66600 -0.12252 -0.0603 0.1683 0.1045 -1.052
C 0.95118 0.30895 0.28422 0.1212 -0.4511 -0.0486 0.703
O 1.07585 1.54821 -0.27441 -0.0642 0.1379 0.1129 -0.514
H -2.13007 -0.03112 0.55694 0.0832 0.0375 -0.0286 0.273
H -1.44234 1.54719 0.27967 0.0412 -0.0414 0.0823 0.273
H -1.98052 1.11616 1.89374 0.0451 -0.0874 -0.0504 0.329
H -0.19491 -0.92072 1.58051 0.0703 0.2060 -0.0222 0.250
H -0.09532 -0.04908 -2.32178 -0.0955 -0.0902 0.0654 0.245
H 0.41384 -1.84610 -2.40668 -0.1318 0.0430 0.0741 0.281
H 1.68426 -1.66260 0.29246 -0.0200 0.1368 -0.0167 0.309
H 2.54585 -0.46886 -0.85213 -0.0850 -0.0065 0.0604 0.332
H 0.27890 0.63172 2.25635 -0.0149 -0.0247 -0.0912 0.340
H 0.43025 2.14748 0.12012 0.0969 -0.0837 -0.0547 0.321